# 1
C5H12N5 | ωB97M-V/def2-TZVPD

XYZ file:
```
22
Properties=species:S:1:pos:R:3
C -2.30030 -1.25245 -0.11938
N -1.17973 -0.63130 -0.84833
C 0.02122 -0.31392 0.07684
C -0.18587 1.02668 0.93947
N 0.31675 2.00622 0.05105
C 1.67639 1.56723 -0.27610
C 1.47368 0.10306 -0.76802
N 2.43517 -0.86548 -0.28157
N 1.84995 -1.70081 0.41620
N 0.54511 -1.50749 0.51497
H -2.07103 -2.29953 0.15142
H -2.55508 -0.83493 0.86384
H -3.38914 -1.30970 -0.62421
H -1.24620 0.39559 -1.31804
H -0.93648 -1.19725 -1.65550
H -1.17583 1.11902 1.23058
H 0.36829 0.95971 1.80143
H 0.35320 2.89709 0.49472
H 2.23654 1.53802 0.75050
H 2.14272 2.19142 -0.89862
H 1.46833 0.12498 -1.84386
H 0.15231 -2.01618 1.34261
```

## Properties
HOMO energy in eV: -13.669
Total energy in eV: -12820.0381
Orbital gap in Ha: 0.3848
Total charge: +1

Here are the Mulliken charges for atoms 1 to 5, given in e: atom 1 (C): -0.83, atom 2 (N): -0.12, atom 3 (C): -0.10, atom 4 (C): -1.06, atom 5 (N): -0.38

***

# 2
C22H31N3O4 | ωB97M-V/def2-TZVPD

XYZ file:
```
60
Properties=species:S:1:pos:R:3
C 9.45356 -0.91255 2.20357
C 8.19019 -0.06576 2.27770
C 7.61826 0.22115 0.93408
C 6.47366 1.01220 0.64131
C 6.37735 0.96344 -0.71836
C 5.38104 1.52965 -1.67484
N 4.14920 0.77120 -1.64907
C 3.02022 1.25545 -1.06724
O 2.95571 2.38177 -0.61776
C 1.87278 0.30707 -1.06363
C 2.02426 -1.06316 -0.90162
C 0.90931 -1.88145 -0.88956
C -0.37422 -1.37280 -1.05131
O -1.49009 -2.16651 -1.08912
C -1.35166 -3.55036 -0.87886
C -0.54231 0.02286 -1.18345
O -1.70648 0.69208 -1.37844
C -2.95647 0.19269 -0.91870
C -2.99099 0.04832 0.60247
C -4.40164 -0.32443 1.05153
N -5.33182 0.70450 0.63914
C -6.61920 0.66957 1.31849
C -7.56915 -0.44125 0.84877
C -7.30338 2.03461 1.22198
C -5.37837 0.78985 -0.80625
C -4.01088 1.21493 -1.33481
C 0.59098 0.82743 -1.17960
O 7.37451 0.20025 -1.20177
N 8.13316 -0.24747 -0.17185
H 10.21520 -0.39891 1.62426
H 9.83757 -1.10593 3.20225
H 9.24241 -1.85910 1.71471
H 7.42814 -0.57625 2.87454
H 8.40163 0.88682 2.77223
H 5.83569 1.53113 1.32458
H 5.80429 1.52594 -2.68316
H 5.11657 2.54884 -1.37814
H 4.16709 -0.17057 -2.00434
H 2.99747 -1.50671 -0.75104
H 1.05301 -2.94255 -0.76252
H -0.74918 -4.02000 -1.66274
H -2.36363 -3.95136 -0.91742
H -0.91447 -3.76917 0.10059
H -3.17672 -0.77311 -1.38899
H -2.70684 1.00208 1.04974
H -2.28442 -0.71547 0.92993
H -4.42589 -0.40377 2.14117
H -4.65828 -1.31427 0.62896
H -6.38582 0.49301 2.37595
H -7.88194 -0.27227 -0.17885
H -8.45481 -0.45764 1.47863
H -7.08540 -1.41342 0.91259
H -7.71999 2.20136 0.23205
H -6.58486 2.82052 1.43617
H -8.11437 2.09236 1.94341
H -6.12120 1.53313 -1.09496
H -5.65293 -0.17659 -1.26778
H -4.03412 1.30197 -2.42140
H -3.74051 2.18359 -0.91487
H 0.45880 1.89310 -1.27839
```

## Properties
HOMO energy in eV: -8.358
Total energy in eV: -35976.3048
Orbital gap in Ha: 0.3294

Here are the Mulliken charges for atoms 1 to 5, given in e: atom 1 (C): -1.25, atom 2 (C): -0.04, atom 3 (C): 0.40, atom 4 (C): -0.59, atom 5 (C): 0.48

***

# 3
C4H7N3 | ωB97M-V/def2-TZVPD

XYZ file:
```
14
Properties=species:S:1:pos:R:3
C 0.37923 0.34824 1.86851
C -0.94241 0.37735 1.16946
N -1.19136 0.51161 -0.08246
C -0.34274 0.08147 -1.05382
N -0.52302 0.62669 -2.33100
C 0.66613 -0.76848 -0.76841
N 1.22161 -1.86220 -0.77683
H 0.34842 0.95777 2.77115
H 0.61846 -0.67520 2.16223
H 1.17332 0.70144 1.20920
H -1.80581 0.52550 1.81185
H -0.40437 -0.03524 -3.08631
H -1.39744 1.13048 -2.38850
H 2.19999 -1.91943 -0.50507
```

## Properties
HOMO energy in eV: -7.294
Total energy in eV: -8729.4529
Orbital gap in Ha: 0.3031

Here are the Mulliken charges for atoms 1 to 5, given in e: atom 1 (C): -1.11, atom 2 (C): 0.13, atom 3 (N): -0.56, atom 4 (C): 0.43, atom 5 (N): -0.53

***

> Among the records above, which one has the highest orbital gap?

C5H12N5

***

> Which formula does entry 3 have?

C4H7N3